11
Properties=species:S:1:pos:R:3:forces:R:3 method="wB97M-V/def2-TZVPD" energy_ha=-591.1970 homo_ev="-7.5 / -7.4" de_lowest_kcal_mol=85.3 mol_weight_g_mol=90.15 gap_ev="7.79 / 7.75"
C 0.71397 0.74993 0.07330 -3.25 2.02 -0.64
C 1.82535 0.03527 -0.56722 -1.88 -2.89 1.78
C -1.27642 -0.71372 0.56665 1.59 -0.67 -0.99
O 0.38966 1.90146 -0.09694 0.92 -2.39 0.72
S -2.64012 0.01490 -0.26065 -0.11 1.25 1.89
H 2.09581 -0.82477 0.05472 0.10 0.16 -0.06
H 1.47390 -0.39223 -1.47817 -0.35 -0.06 -0.88
H 2.60943 0.64586 -0.68323 3.05 2.32 -0.74
H -1.25918 -0.70440 1.69106 0.00 -0.38 -1.52
H -0.96472 -1.64411 -0.07864 -0.40 1.71 1.89
H -2.96767 0.93182 0.77913 0.33 -1.07 -1.45

***

50
Properties=species:S:1:pos:R:3:forces:R:3 method="wB97M-V/def2-TZVPD" energy_ha=-1600.4586 smiles="CNC(=O)[C@H](CO)NC(C)=O.CCNS(=O)(=O)c1ccccc1OC" homo_ev=-8.9 de_lowest_kcal_mol=0.0 mol_weight_g_mol=375.45 gap_ev=8.94
C 0.34139 2.57152 -2.49895 0.39 -0.34 -0.10
N 0.81571 1.33456 -3.11698 -0.81 1.03 0.34
C 1.77492 0.48702 -2.71752 0.73 -0.77 -0.75
O 1.98863 -0.50702 -3.40212 0.18 0.02 0.60
C 2.64545 0.70610 -1.46251 -0.11 0.55 0.15
C 2.02353 0.01085 -0.24719 -0.05 0.01 0.01
O 1.01851 0.80538 0.36430 0.09 -0.09 -0.11
N 2.95325 2.09526 -1.09780 -1.18 -1.15 0.75
C 3.81188 2.87984 -1.74204 1.25 0.62 -1.10
C 4.00865 4.26493 -1.17293 0.01 -0.11 0.04
O 4.42987 2.53148 -2.73688 -0.22 -0.28 0.03
H 0.22292 2.44016 -1.42360 0.01 0.07 0.00
H 1.05303 3.37560 -2.69339 -0.13 0.16 0.10
H -0.62315 2.84540 -2.92885 0.09 -0.12 -0.02
H 0.34655 1.02739 -3.95508 0.10 -0.08 0.06
H 3.58918 0.20130 -1.67068 -0.12 -0.02 -0.29
H 1.61549 -0.95494 -0.54736 0.06 0.01 -0.13
H 2.81083 -0.16197 0.48738 0.17 0.04 0.07
H 0.16924 0.33097 0.31485 0.09 0.22 0.11
H 2.47049 2.45534 -0.28971 -0.06 0.00 -0.04
H 3.07425 4.81761 -1.24212 -0.05 0.17 0.14
H 4.78289 4.77370 -1.74617 -0.14 -0.09 0.05
H 4.31968 4.18347 -0.13323 -0.07 0.18 0.14
C -2.21805 1.74535 2.13995 -0.01 0.00 0.16
C -2.68383 0.52383 1.36315 -0.23 0.49 0.26
N -1.75428 0.31898 0.25010 0.06 -1.61 0.50
S -2.02396 -1.05996 -0.70595 0.18 1.84 -2.70
O -3.23510 -0.75620 -1.47554 0.56 -1.28 1.42
O -0.83031 -1.17035 -1.54360 -1.04 -0.51 1.65
C -2.25446 -2.40925 0.47285 -0.27 0.52 -0.46
C -3.50061 -3.04585 0.52153 0.10 0.00 0.11
C -3.73124 -4.06109 1.44670 0.08 0.01 -0.06
C -2.71738 -4.44672 2.32195 0.15 0.51 -0.49
C -1.47262 -3.81444 2.26586 -0.12 -0.02 -0.07
C -1.22100 -2.78413 1.33794 0.85 -0.14 0.56
O -0.02763 -2.10599 1.25238 -0.50 -0.33 0.10
C 1.06145 -2.50902 2.09615 -0.20 -0.27 0.18
H -2.20468 2.62956 1.49586 0.01 -0.03 0.11
H -2.89152 1.93735 2.97995 0.07 0.04 -0.12
H -1.20924 1.58228 2.53206 -0.12 0.06 -0.09
H -2.69361 -0.33808 2.03835 0.14 -0.01 -0.33
H -3.70352 0.67759 0.99106 0.01 -0.10 0.06
H -1.80122 1.09296 -0.40181 0.01 0.09 -0.25
H -4.29818 -2.75188 -0.15878 0.31 0.11 0.07
H -4.69948 -4.55253 1.47968 0.16 0.11 -0.03
H -2.89415 -5.24157 3.04182 0.10 0.16 -0.09
H -0.71349 -4.14704 2.96343 0.07 0.18 -0.16
H 1.34525 -3.54754 1.89658 -0.11 0.08 -0.01
H 0.79664 -2.40236 3.15295 -0.05 -0.01 -0.10
H 1.93303 -1.87780 1.90394 -0.47 0.07 -0.27

***

14
Properties=species:S:1:pos:R:3:forces:R:3 method="wB97M-V/def2-TZVPD" energy_ha=-270.5288 smiles="C[C@H]1CCC1=O" homo_ev=-9.4 de_lowest_kcal_mol=18.3 mol_weight_g_mol=84.12 gap_ev=10.35
C -1.28429 -1.18629 0.58536 0.00 0.00 0.01
C 0.04531 -0.51140 0.30289 -0.05 -0.09 0.07
C 0.39204 0.05105 -1.10370 -0.02 -0.13 -0.19
C 1.08153 1.27432 -0.44732 0.05 0.15 0.00
C 0.30253 0.90753 0.81683 -0.12 0.18 0.37
O -0.10592 1.53028 1.76008 0.20 -0.28 -0.44
H -1.45869 -1.23771 1.66523 0.00 0.00 -0.17
H -2.11348 -0.63118 0.13226 0.14 -0.06 0.09
H -1.29557 -2.20696 0.18687 -0.03 0.17 0.06
H 0.87761 -1.13844 0.65530 -0.09 0.11 -0.06
H 1.00103 -0.58053 -1.75397 -0.07 0.11 0.11
H -0.51712 0.34962 -1.63695 0.14 -0.06 0.08
H 2.15486 1.10825 -0.29898 -0.16 0.04 -0.01
H 0.92016 2.27145 -0.86390 0.01 -0.15 0.07

***

20
Properties=species:S:1:pos:R:3:forces:R:3 method="wB97M-V/def2-TZVPD" energy_ha=-473.6687 smiles="CC(=O)NN.CNC=O" homo_ev=-8.7 de_lowest_kcal_mol=84.1 mol_weight_g_mol=133.15 gap_ev=9.45
C 1.22909 0.67895 -1.20601 -0.11 -0.54 0.21
C -0.23136 0.32159 -1.11822 -1.18 1.91 -0.03
O -0.96418 -0.07447 -2.01045 0.59 0.57 0.35
N -0.93346 1.20898 0.02866 0.28 -1.66 -0.83
N -0.37331 2.44592 0.42186 0.22 -0.01 0.06
H 1.71016 0.03800 -1.94292 -0.02 0.13 -0.04
H 1.30154 1.73077 -1.47278 -0.03 -0.01 -0.19
H 1.72449 0.56766 -0.24241 -0.05 -0.05 0.08
H -1.92034 1.28606 -0.21092 0.24 -0.01 -0.15
H -1.10828 3.14818 0.48365 0.24 -0.21 -0.07
H 0.01412 2.30997 1.35735 -0.08 0.03 -0.07
C 0.66429 -2.26251 0.25331 -0.28 -0.08 0.15
N -0.37109 -1.24606 0.12202 -0.24 1.25 1.18
C -0.70656 -0.37081 1.32507 0.85 -2.43 0.62
O 0.15561 -0.23933 2.19977 -0.95 0.66 -1.49
H 1.22614 -2.37549 -0.67438 0.04 0.22 -0.04
H 0.20864 -3.23197 0.46110 0.09 -0.05 0.18
H 1.33059 -1.98710 1.06784 -0.01 0.01 -0.05
H -1.17399 -1.54160 -0.42846 0.10 -0.02 0.46
H -1.78210 -0.40673 1.58593 0.30 0.31 -0.32

***

69
Properties=species:S:1:pos:R:3:forces:R:3 method="wB97M-V/def2-TZVPD" energy_ha=-1307.9002 homo_ev=-9.7 de_lowest_kcal_mol=35.2 mol_weight_g_mol=429.63 charge=+1 gap_ev=5.97
C -1.67116 -2.03407 -2.67096 -0.28 0.12 0.22
N -2.22937 -1.25579 -1.52148 -0.48 -0.54 -1.59
C -3.17768 -2.06537 -0.71435 -0.42 0.55 -0.33
N -2.90471 -0.07672 -1.82270 -0.43 0.82 -0.73
C -2.89591 0.54017 -2.94610 0.31 -0.08 0.20
H -2.23594 -2.97095 -2.78928 0.16 0.40 -0.20
H -1.69260 -1.44949 -3.59672 -0.09 -0.29 0.29
H -0.63108 -2.28816 -2.47841 -0.14 0.05 -0.09
H -3.53871 -2.92010 -1.29141 -0.07 0.16 0.06
H -2.75429 -2.42392 0.20857 0.37 -0.16 0.24
H -4.01176 -1.40284 -0.45476 0.20 -0.34 -0.03
H -3.56754 1.42301 -3.02101 0.68 -0.66 0.22
H -2.29397 0.30643 -3.85818 -0.48 -0.01 0.79
C 4.00773 -2.09037 -4.37531 -0.27 0.13 -0.09
C 4.93049 -1.00048 -3.86832 0.31 -0.49 -0.20
N 4.25124 -0.05624 -3.01038 -0.61 -0.20 0.49
C 4.97209 1.19038 -2.84394 0.25 0.28 0.18
C 4.10407 2.27041 -2.23293 -0.07 0.03 -0.13
C 3.44852 1.76275 -0.95527 0.40 0.41 0.40
C 2.75683 0.45733 -1.17758 -0.56 -0.51 0.58
C 3.23390 -0.43025 -2.18205 0.13 0.23 -0.48
C 2.63471 -1.71836 -2.30422 -0.29 -0.18 0.42
C 1.51798 -2.02442 -1.55781 -0.19 0.67 -0.39
C 0.89585 -1.06785 -0.68901 -0.21 -0.45 0.16
C -0.40254 -1.32672 -0.13805 1.67 0.22 1.23
C -0.94725 -0.57698 0.96962 -0.25 0.03 0.37
C -1.57985 -1.25312 2.05401 -0.05 0.30 -0.71
C -2.18038 -0.57185 3.09567 0.52 0.25 -0.36
C -2.05037 0.84364 3.16456 -0.36 -0.06 -0.30
N -2.64618 1.54268 4.17940 0.16 -0.06 0.07
C -3.66430 0.93055 5.00557 -0.28 -0.29 0.11
C -3.29934 -0.50154 5.36918 0.18 0.17 0.23
C -2.96130 -1.32118 4.12650 -0.45 -0.43 0.42
C -2.71725 2.98764 4.14823 0.06 0.33 -0.12
C -1.44848 3.58722 3.56581 0.06 0.05 0.10
C -1.18635 3.01145 2.17778 -0.11 0.83 -0.15
C -1.36709 1.53179 2.12912 0.19 -0.62 -0.25
C -0.87611 0.83147 1.04092 -0.16 -0.36 0.22
C 1.68509 0.08229 -0.38668 0.02 0.40 -0.75
C 3.23931 -2.73252 -3.22634 0.28 -0.53 -0.03
H 3.30086 -1.65285 -5.09021 0.09 -0.07 0.05
H 4.59762 -2.84265 -4.90079 -0.06 0.07 -0.04
H 5.77280 -1.45869 -3.32210 -0.08 0.16 -0.10
H 5.34732 -0.43206 -4.70981 -0.04 -0.20 0.18
H 5.85710 1.01974 -2.20827 -0.08 0.02 -0.16
H 5.32622 1.48819 -3.84028 -0.03 0.01 0.30
H 4.72166 3.14771 -2.02660 -0.11 -0.05 -0.05
H 3.33842 2.55907 -2.96053 0.02 0.02 0.09
H 4.21484 1.64759 -0.17275 -0.09 0.03 -0.16
H 2.74046 2.50912 -0.58044 0.06 -0.14 -0.03
H 1.07185 -3.01573 -1.67347 0.10 0.29 0.00
H -0.80201 -2.31446 -0.31682 0.35 -0.15 0.38
H -1.61568 -2.34896 2.03586 -0.04 0.39 0.09
H -3.76193 1.55083 5.90926 -0.03 -0.28 -0.24
H -4.64571 0.94517 4.48989 0.26 0.05 0.09
H -2.44259 -0.48839 6.05534 -0.15 0.03 -0.12
H -4.14596 -0.94715 5.90030 0.20 -0.02 -0.02
H -3.90621 -1.68369 3.69266 0.25 0.08 -0.07
H -2.39850 -2.21203 4.42228 -0.11 0.02 -0.03
H -3.59110 3.31845 3.55716 0.12 -0.06 0.12
H -2.87183 3.32231 5.18257 0.05 0.03 -0.28
H -1.55867 4.67556 3.51385 0.09 -0.17 0.03
H -0.60248 3.36593 4.22810 -0.15 0.02 -0.05
H -1.86475 3.49590 1.45692 0.13 -0.13 0.13
H -0.16730 3.26618 1.85820 -0.19 -0.03 0.03
H -0.46717 1.38763 0.19485 -0.19 -0.10 0.30
H 1.43178 0.72506 0.45851 -0.02 -0.20 -0.40
H 2.45488 -3.38504 -3.62405 0.11 0.06 0.08
H 3.91979 -3.38271 -2.65134 -0.13 0.16 -0.14

***

8
Properties=species:S:1:pos:R:3:forces:R:3 method="wB97M-V/def2-TZVPD" energy_ha=-967.0331 smiles="O=PSO.O" homo_ev=-9.6 de_lowest_kcal_mol=88.6 mol_weight_g_mol=114.06 gap_ev=9.07
O 1.57437 -0.58404 1.37433 0.47 0.43 -0.16
P 1.12654 0.81325 1.21393 -0.18 -0.52 0.11
S -0.89915 0.69184 1.85441 0.06 -0.33 -0.24
O -0.94448 -0.96503 2.09502 -0.32 0.70 1.63
H -0.86218 -1.04527 3.08421 -0.03 -0.28 -1.39
O 0.17563 0.54488 -2.97407 -0.51 -0.44 -0.59
H 0.66814 -0.06091 -3.62434 -2.16 1.29 1.28
H -0.83889 0.60529 -3.02349 2.68 -0.84 -0.64